Entry 1:
A molecular structure, C48H100Br2F3N2O18P4S2. Source: the Open Molecules 2025 dataset; level of theory: wB97M-V/def2-TZVPD.

Kohn-Sham gap   5.40 eV
Net charge   +1
Largest force on an atom   9.363 eV/Å

Each line ends with the Mulliken charge.
Element x y z (Å)
C1 4.193 1.008 3.224  -0.23
C2 5.464 0.542 4.102  -0.68
C3 5.100 0.346 5.649  -0.56
C4 4.497 -1.100 6.005  -0.12
C5 3.582 -0.990 7.348  -0.79
C6 2.161 -1.721 7.206  -0.81
C7 0.975 -0.742 6.682  -0.41
C8 1.508 0.342 5.638  0.34
C9 0.362 1.143 4.856  -0.31
C10 -0.583 0.174 3.967  0.41
N1 0.006 -1.056 3.684  -0.32
N2 -0.719 -1.925 2.989  0.25
C11 -0.018 -3.240 2.764  -0.71
S1 1.122 -3.194 1.268  -0.02
C12 2.256 -1.738 1.439  0.05
C13 2.947 -1.511 -0.017  -1.00
C14 -2.021 -1.570 2.544  0.57
S2 -2.858 -2.913 1.531  1.33
O1 -4.114 -2.478 0.851  -0.62
O2 -1.967 -3.404 0.404  -0.64
C15 -3.390 -4.344 2.662  0.71
F1 -4.798 -4.380 2.706  -0.22
F2 -2.891 -5.577 2.227  -0.18
F3 -2.935 -4.002 3.955  -0.19
C16 -2.806 -0.284 2.776  -0.24
C17 -4.269 0.098 2.337  -1.04
C18 -4.344 0.562 0.782  -0.42
C19 -4.035 2.119 0.558  -0.42
C20 -2.484 2.258 0.143  -0.52
C21 -1.951 0.774 3.596  0.17
C22 -2.465 2.234 3.967  -0.73
Br1 -1.234 3.687 3.299  0.03
C23 -2.855 2.405 5.540  -0.20
C24 -2.707 1.068 6.401  -0.78
Br2 -1.897 3.938 6.427  -0.07
H1 4.566 1.500 2.268  0.44
H2 3.512 1.732 3.778  0.13
H3 3.581 0.060 3.022  -0.36
H4 6.214 1.412 4.056  0.32
H5 5.915 -0.406 3.655  0.25
H6 6.059 0.468 6.267  0.41
H7 4.369 1.176 5.970  0.20
H8 3.863 -1.526 5.157  -0.17
H9 5.366 -1.838 6.160  0.47
H10 4.176 -1.525 8.170  0.39
H11 3.501 0.114 7.639  0.37
H12 2.262 -2.642 6.537  0.26
H13 1.856 -2.074 8.258  0.38
H14 0.560 -0.216 7.610  0.30
H15 0.176 -1.414 6.218  0.06
H16 2.145 -0.193 4.844  -0.73
H17 2.188 1.105 6.166  0.57
H18 0.910 1.790 4.072  0.30
H19 -0.233 1.868 5.493  -0.08
H20 0.700 -3.392 3.652  0.42
H21 -0.702 -4.140 2.771  0.28
H22 1.717 -0.777 1.726  0.12
H23 3.123 -1.958 2.156  0.18
H24 3.627 -2.407 -0.194  0.21
H25 2.108 -1.568 -0.786  0.34
H26 3.493 -0.512 -0.071  0.32
H27 -4.773 0.894 2.998  0.52
H28 -4.924 -0.838 2.486  0.49
H29 -5.415 0.385 0.405  0.40
H30 -3.611 -0.017 0.117  0.26
H31 -4.341 2.793 1.422  0.25
H32 -4.633 2.441 -0.370  0.33
H33 -1.809 1.990 1.027  -0.12
H34 -2.220 1.511 -0.685  0.37
H35 -2.315 3.334 -0.218  0.19
H36 -3.440 2.446 3.396  -0.06
H37 -3.964 2.703 5.601  0.53
H38 -1.634 0.863 6.761  0.16
H39 -3.183 0.144 5.922  0.19
H40 -3.304 1.245 7.371  0.43
O3 -6.123 -9.940 -1.061  -0.71
P1 -7.108 -9.159 -0.183  1.19
O4 -6.059 -8.943 1.089  -0.38
C25 -4.871 -8.199 0.850  -0.61
C26 -5.151 -6.709 0.797  -0.43
O5 -7.937 -10.505 0.329  -0.37
C27 -8.134 -11.598 -0.568  -0.38
C28 -7.143 -12.709 -0.264  -1.07
O6 -8.272 -8.221 0.643  -0.46
C29 -8.633 -8.485 2.001  -0.03
C30 -7.989 -7.492 2.952  -1.09
H41 -4.389 -8.528 -0.074  0.37
H42 -4.178 -8.416 1.668  0.27
H43 -5.940 -6.479 0.075  0.31
H44 -4.251 -6.158 0.521  0.27
H45 -5.488 -6.346 1.768  -0.02
H46 -8.059 -11.270 -1.607  0.33
H47 -9.154 -11.965 -0.425  0.37
H48 -6.123 -12.336 -0.170  0.28
H49 -7.171 -13.476 -1.042  0.36
H50 -7.391 -13.183 0.692  0.30
H51 -8.398 -9.502 2.313  0.22
H52 -9.719 -8.372 2.055  0.41
H53 -6.941 -7.741 3.128  0.15
H54 -8.490 -7.511 3.923  0.47
H55 -8.022 -6.477 2.549  0.24
O7 6.975 -6.074 2.635  -0.69
P2 6.872 -5.424 1.250  1.11
O8 6.123 -6.714 0.517  -0.33
C31 4.845 -7.104 1.006  -0.55
C32 3.757 -6.164 0.522  -0.60
O9 8.456 -5.715 0.840  -0.39
C33 9.470 -5.647 1.843  -0.37
C34 9.854 -7.045 2.295  -1.08
O10 6.736 -4.540 -0.205  -0.41
C35 7.165 -5.076 -1.461  -0.05
C36 5.989 -5.543 -2.299  -1.01
H56 4.848 -7.151 2.098  0.39
H57 4.649 -8.116 0.642  0.28
H58 3.997 -5.123 0.760  0.01
H59 2.797 -6.418 0.978  0.42
H60 3.646 -6.229 -0.563  0.22
H61 9.147 -5.030 2.684  0.32
H62 10.339 -5.151 1.401  0.37
H63 8.981 -7.656 2.528  0.28
H64 10.503 -7.004 3.172  0.36
H65 10.392 -7.565 1.495  0.30
H66 7.887 -5.886 -1.353  0.23
H67 7.670 -4.260 -1.985  0.41
H68 5.621 -6.510 -1.954  0.15
H69 6.288 -5.668 -3.343  0.43
H70 5.158 -4.837 -2.246  0.19
O11 -2.879 6.475 -2.305  -0.71
P3 -2.980 7.109 -3.698  1.13
O12 -3.738 5.814 -4.414  -0.38
C37 -5.018 5.436 -3.919  -0.38
C38 -6.104 6.374 -4.413  -0.93
O13 -1.397 6.803 -4.106  -0.22
C39 -0.385 6.879 -3.104  -0.19
C40 -0.011 5.484 -2.634  -1.06
O14 -3.112 7.974 -5.164  -0.45
C41 -2.688 7.420 -6.413  0.20
C42 -3.867 6.949 -7.244  -1.33
H71 -5.015 5.402 -2.827  0.33
H72 -5.219 4.421 -4.272  0.30
H73 -5.860 7.417 -4.188  0.25
H74 -7.063 6.130 -3.953  0.40
H75 -6.216 6.297 -5.497  0.22
H76 -0.705 7.509 -2.271  0.38
H77 0.488 7.364 -3.551  0.16
H78 -0.887 4.882 -2.393  0.17
H79 0.639 5.530 -1.756  0.38
H80 0.524 4.953 -3.428  0.31
H81 -1.971 6.607 -6.297  0.27
H82 -2.180 8.226 -6.948  0.34
H83 -4.240 5.989 -6.886  0.18
H84 -3.570 6.809 -8.286  0.45
H85 -4.695 7.660 -7.198  0.30
O15 2.559 7.774 -8.381  -0.73
P4 3.074 8.518 -7.143  1.19
O16 2.117 9.861 -7.346  -0.33
C43 0.705 9.683 -7.298  -0.59
C44 0.215 9.520 -5.872  -0.41
O17 4.481 9.031 -7.863  -0.38
C45 5.144 8.184 -8.801  -0.38
C46 4.842 8.637 -10.220  -1.08
O18 3.667 9.182 -5.686  -0.45
C47 4.176 10.517 -5.613  -0.03
C48 3.176 11.462 -4.974  -1.08
H86 0.404 8.824 -7.903  0.41
H87 0.248 10.569 -7.747  0.28
H88 0.754 8.720 -5.356  -0.07
H89 -0.852 9.292 -5.855  0.19
H90 0.376 10.437 -5.301  0.26
H91 4.867 7.139 -8.648  0.33
H92 6.219 8.258 -8.612  0.37
H93 3.777 8.798 -10.382  0.28
H94 5.205 7.904 -10.945  0.36
H95 5.336 9.592 -10.423  0.30
H96 4.486 10.906 -6.583  0.22
H97 5.069 10.469 -4.984  0.41
H98 2.395 11.744 -5.682  0.16
H99 3.669 12.385 -4.657  0.45
H100 2.688 11.001 -4.113  0.24

Entry 2:
A molecular structure, C50H100F24N10O18S8. Source: the Open Molecules 2025 dataset; level of theory: wB97M-V/def2-TZVPD.

Kohn-Sham gap (spin up / spin down)   2.49 / 8.80 eV
Net charge   +1
Multiplicity   2
Largest force on an atom   7.308 eV/Å
Expectation value of S²   0.751

Each line ends with the Mulliken spin population.
Element x y z (Å)
C1 4.591 -4.296 3.441  0.24
N1 4.123 -3.056 4.199  -1.32
C2 3.448 -3.693 5.451  0.97
C3 5.316 -2.225 4.704  0.19
C4 3.067 -2.195 3.416  -0.28
C5 1.878 -1.626 4.219  -0.16
O1 2.401 -0.695 5.101  -0.24
H1 5.373 -4.833 3.978  0.01
H2 5.055 -3.941 2.521  0.11
H3 3.719 -4.886 3.157  -0.05
H4 3.214 -2.835 6.082  0.36
H5 4.188 -4.300 5.972  0.00
H6 2.620 -4.341 5.164  -0.37
H7 4.933 -1.302 5.140  -0.05
H8 6.023 -2.161 3.877  0.09
H9 5.871 -2.812 5.436  0.00
H10 2.646 -2.896 2.695  0.22
H11 3.416 -1.383 2.779  0.16
H12 1.502 -2.425 4.858  0.03
H13 1.032 -1.204 3.677  0.45
H14 1.802 -0.591 5.844  0.08
C6 0.278 -0.607 0.917  0.02
N2 -0.022 0.824 0.404  0.00
C7 0.524 1.776 1.485  0.07
C8 0.559 1.058 -1.024  0.00
C9 -1.534 1.068 0.401  -0.07
C10 -2.292 0.596 -0.840  0.03
O2 -2.180 -0.765 -1.127  0.01
H15 1.354 -0.512 1.067  -0.06
H16 0.044 -1.263 0.078  -0.09
H17 -0.295 -0.806 1.823  0.08
H18 1.589 1.545 1.436  -0.01
H19 0.114 1.604 2.479  -0.01
H20 0.541 2.845 1.268  0.01
H21 0.163 0.324 -1.725  0.01
H22 1.641 0.936 -0.969  -0.01
H23 0.334 2.071 -1.356  0.00
H24 -1.688 2.146 0.344  0.00
H25 -1.871 0.653 1.351  0.04
H26 -2.015 1.137 -1.745  0.00
H27 -3.350 0.831 -0.726  0.00
H28 -2.242 -0.883 -2.077  0.00
C11 -3.226 -5.493 5.237  0.05
C12 -2.918 -4.565 4.021  -0.20
C13 -3.236 -5.341 2.738  0.12
N3 -2.963 -4.657 1.440  -0.50
C14 -3.788 -3.359 1.394  -0.14
C15 -3.491 -5.533 0.248  0.03
C16 -2.367 -5.410 -0.781  0.05
C17 -1.428 -4.245 -0.337  -0.07
C18 -1.490 -4.346 1.117  0.05
H29 -2.723 -5.006 6.073  -0.07
H30 -2.854 -6.516 5.179  0.01
H31 -4.260 -5.579 5.570  0.00
H32 -1.855 -4.329 3.976  0.19
H33 -3.436 -3.608 4.080  0.07
H34 -4.306 -5.547 2.759  0.06
H35 -2.679 -6.274 2.653  0.02
H36 -4.794 -3.710 1.624  0.00
H37 -3.720 -2.999 0.368  -0.02
H38 -3.432 -2.544 2.024  0.16
H39 -4.491 -5.241 -0.071  -0.01
H40 -3.681 -6.527 0.655  0.02
H41 -2.840 -5.168 -1.733  0.00
H42 -1.876 -6.351 -1.026  -0.01
H43 -1.791 -3.293 -0.724  -0.05
H44 -0.439 -4.468 -0.737  -0.11
H45 -0.988 -3.577 1.705  0.71
H46 -1.086 -5.311 1.422  0.09
C19 4.589 1.579 4.839  0.07
C20 4.469 2.529 3.658  0.00
C21 5.818 3.419 3.466  0.00
N4 5.873 4.282 2.154  0.00
C22 4.673 5.203 1.898  0.00
C23 6.285 3.505 0.881  0.01
C24 6.846 4.523 -0.026  0.00
C25 7.554 5.564 0.882  0.00
C26 7.107 5.217 2.298  0.00
H47 5.092 1.986 5.716  0.00
H48 5.237 0.900 4.284  0.02
H49 3.659 1.035 5.001  -0.02
H50 3.746 3.251 4.037  0.01
H51 4.129 2.155 2.693  -0.01
H52 6.683 2.756 3.447  0.00
H53 5.900 4.140 4.279  0.00
H54 4.992 6.002 1.229  0.00
H55 4.297 5.558 2.858  0.00
H56 3.802 4.666 1.522  0.00
H57 5.517 2.823 0.516  -0.01
H58 7.036 2.811 1.256  0.00
H59 6.057 4.975 -0.627  0.00
H60 7.569 4.057 -0.696  0.00
H61 7.333 6.570 0.525  0.00
H62 8.638 5.567 0.772  0.00
H63 6.845 5.999 3.010  0.00
H64 7.884 4.651 2.813  0.00
C27 -8.007 3.677 -0.985  0.00
C28 -7.998 2.233 -1.516  0.00
C29 -6.872 1.444 -0.844  0.00
N5 -6.903 -0.108 -1.214  0.00
C30 -6.386 -0.257 -2.689  0.00
C31 -6.029 -0.998 -0.362  -0.01
C32 -6.683 -2.366 -0.234  0.00
C33 -8.138 -2.279 -0.685  0.00
C34 -8.247 -0.783 -0.866  0.00
H65 -8.119 3.782 0.094  0.00
H66 -8.808 4.211 -1.495  0.00
H67 -7.038 4.133 -1.189  0.00
H68 -7.800 2.197 -2.587  0.00
H69 -8.980 1.760 -1.499  0.00
H70 -6.877 1.570 0.239  0.00
H71 -5.853 1.641 -1.175  0.00
H72 -7.179 0.133 -3.327  0.00
H73 -6.390 -1.324 -2.908  0.00
H74 -5.414 0.230 -2.767  0.00
H75 -4.996 -0.910 -0.697  0.00
H76 -6.004 -0.526 0.621  0.01
H77 -6.015 -3.042 -0.767  0.01
H78 -6.678 -2.641 0.821  -0.01
H79 -8.268 -2.834 -1.614  0.00
H80 -8.854 -2.657 0.046  0.00
H81 -8.831 -0.602 -1.768  0.00
H82 -8.522 -0.249 0.043  0.00
C35 5.116 -3.014 -6.584  0.00
C36 4.584 -1.865 -5.715  0.00
C37 3.395 -1.163 -6.469  0.00
N6 2.955 0.173 -5.759  0.00
C38 2.200 -0.355 -4.497  0.00
C39 1.913 1.032 -6.562  0.00
C40 1.905 2.351 -5.752  0.00
C41 3.249 2.362 -5.018  0.00
C42 4.019 1.235 -5.393  0.00
H83 5.774 -3.611 -5.953  0.00
H84 5.353 -2.788 -7.624  0.00
H85 4.297 -3.733 -6.617  0.00
H86 5.333 -1.089 -5.556  0.00
H87 4.259 -2.238 -4.744  0.00
H88 2.519 -1.796 -6.607  0.00
H89 3.736 -0.835 -7.451  0.00
H90 1.325 -0.896 -4.858  0.00
H91 2.001 0.559 -3.938  0.00
H92 2.819 -1.019 -3.893  0.00
H93 0.911 0.604 -6.575  0.00
H94 2.263 0.964 -7.592  0.00
H95 1.125 2.419 -4.993  0.00
H96 1.815 3.082 -6.556  0.00
H97 3.185 2.403 -3.931  0.00
H98 3.788 3.249 -5.353  0.00
H99 4.675 0.777 -4.652  0.00
H100 4.590 1.295 -6.319  0.00
C43 5.869 -1.368 0.536  0.05
F1 6.822 -0.432 0.213  0.00
F2 6.263 -2.613 0.165  0.00
F3 5.571 -1.361 1.800  0.02
S1 4.325 -0.882 -0.580  0.06
O3 3.906 0.457 -0.092  -0.01
O4 4.877 -0.885 -1.956  -0.01
N7 3.151 -2.034 -0.052  -0.01
S2 2.774 -3.052 -1.162  0.70
O5 1.460 -2.874 -1.796  -0.03
O6 3.886 -3.380 -2.059  -0.04
C44 2.640 -4.690 -0.185  -0.60
F4 2.290 -5.661 -1.042  0.01
F5 3.818 -4.919 0.355  -0.01
F6 1.669 -4.531 0.715  -0.16
C45 2.226 4.820 -1.497  0.00
F7 1.663 4.143 -2.538  0.00
F8 3.162 4.032 -0.928  0.00
F9 2.701 5.996 -1.845  0.00
S3 0.748 5.292 -0.298  0.00
O7 0.327 6.596 -0.847  0.00
O8 -0.252 4.231 -0.452  0.00
N8 1.528 5.172 1.220  0.00
S4 0.818 6.345 1.924  0.00
O9 1.599 7.552 1.881  0.00
O10 -0.659 6.559 1.794  0.00
C46 0.953 5.654 3.782  0.00
F10 0.558 6.560 4.628  0.00
F11 0.233 4.553 3.870  0.00
F12 2.237 5.465 4.033  0.00
C47 -3.039 1.895 -4.503  0.00
F13 -2.678 3.078 -5.127  0.00
F14 -3.293 2.206 -3.301  0.00
F15 -4.184 1.451 -5.051  0.00
S5 -1.705 0.661 -4.675  0.00
O11 -1.292 0.590 -6.078  0.00
O12 -0.576 1.225 -4.004  0.00
N9 -2.432 -0.732 -3.950  0.00
S6 -2.218 -1.804 -5.014  0.00
O13 -3.126 -1.629 -6.142  0.00
O14 -0.784 -1.892 -5.365  0.00
C48 -2.650 -3.382 -4.104  0.00
F16 -2.941 -4.413 -4.923  0.00
F17 -1.707 -3.801 -3.345  0.00
F18 -3.701 -2.966 -3.324  0.00
C49 -7.258 0.058 3.645  0.01
F19 -7.823 -0.579 2.567  0.00
F20 -7.976 1.139 3.968  0.00
F21 -7.449 -0.802 4.629  0.00
S7 -5.434 0.595 3.424  0.02
O15 -4.953 1.156 4.671  0.00
O16 -4.617 -0.555 2.973  0.02
N10 -5.469 1.676 2.103  0.00
S8 -4.503 2.777 2.481  -0.01
O17 -5.062 3.723 3.467  0.00
O18 -3.110 2.343 2.668  0.00
C50 -4.464 3.826 0.832  0.00
F22 -3.556 4.746 0.858  0.00
F23 -4.141 2.937 -0.143  0.00
F24 -5.576 4.581 0.733  0.00

Number 1: DFT total energy -10961.44614 Ha. Number 2: DFT total energy -9448.46921 Ha.